{"formula": "C5H4O7Sc", "method": "ωB97M-V with the def2-TZVPD basis set", "elements": ["O", "C", "O", "O", "C", "C", "O", "C", "H", "H", "H", "H", "Sc", "O", "O", "O", "C"], "positions_angstrom": [[-0.001447, -0.036053, -3.936912], [1.114271, 0.095491, -3.499532], [2.241777, 0.217833, -3.813429], [-1.170519, 0.579493, 1.432094], [-0.827040, -0.431797, 2.353960], [0.564381, -0.859740, 1.900447], [1.081369, 0.332976, 1.364856], [0.013905, 1.007571, 0.673956], [-0.801074, -0.020957, 3.377406], [-1.560114, -1.249942, 2.317908], [0.509907, -1.650370, 1.129876], [1.209794, -1.203715, 2.717889], [-2.065950, -0.073728, -3.145315], [-1.287950, 0.361086, -1.262323], [0.169076, 2.279463, 0.589037], [0.939227, 0.233469, -1.431172], [-0.129611, 0.418920, -0.768746]], "forces_ev_per_a": [[-2.7, -0.4, 0.3], [2.8, 0.7, -0.2], [-1.8, -0.3, 1.6], [-0.4, -0.3, -0.1], [0.0, 0.0, 0.1], [0.1, 0.1, 0.0], [0.2, -0.4, -0.2], [0.4, 1.6, 1.3], [0.0, -0.1, -0.2], [0.1, 0.1, 0.0], [0.0, 0.0, 0.1], [-0.1, 0.1, -0.2], [2.5, 0.7, 2.2], [-3.1, -0.9, -3.3], [-0.5, -1.6, -0.8], [-0.8, -0.3, -0.9], [3.3, 0.8, 0.3]], "e_homo_ev": [-7.13, -7.15], "orbital_gap_ev": [4.27, 4.06], "lumo_energy_ev": [-2.86, -3.09], "multiplicity": 2, "s_squared": 0.75}

=====

{"formula": "C22H17N5O9SZr", "method": "ωB97M-V with the def2-TZVPD basis set", "elements": ["Zr", "N", "C", "S", "N", "N", "C", "C", "C", "C", "C", "C", "C", "O", "H", "H", "H", "H", "H", "H", "H", "C", "C", "N", "C", "C", "N", "C", "O", "O", "C", "O", "O", "H", "H", "H", "H", "H", "O", "C", "O", "C", "C", "C", "C", "O", "C", "O", "C", "C", "H", "H", "H", "H", "H"], "positions_angstrom": [[0.081412, 0.825786, -0.302280], [0.148438, 2.914429, 3.696269], [0.484343, 2.464864, 2.457118], [-0.536196, 2.973275, 1.121135], [1.535867, 1.702036, 2.396863], [1.776950, 1.258398, 1.093267], [2.923392, 0.723535, 0.911502], [3.396786, 0.146070, -0.347149], [4.594810, -0.576449, -0.315908], [5.103626, -1.163221, -1.454601], [4.407509, -1.020046, -2.656838], [3.230930, -0.298938, -2.714095], [2.720647, 0.288152, -1.563165], [1.575234, 0.996761, -1.611694], [-0.542429, 3.636111, 3.785783], [0.817669, 2.788124, 4.435658], [3.584458, 0.675366, 1.773422], [5.113347, -0.676302, 0.631847], [6.026313, -1.725719, -1.415203], [4.792329, -1.478928, -3.559311], [2.680186, -0.180941, -3.637728], [-0.526465, 4.661924, -1.786734], [-1.011514, 3.393450, -2.394111], [-0.951263, 2.155162, -1.917736], [-1.514259, 1.339229, -2.888933], [-1.921250, 2.082616, -3.940734], [-1.597642, 3.368479, -3.600779], [-2.571577, 1.862383, -5.259924], [-2.877479, 0.629694, -5.594563], [-2.798854, 2.828561, -5.950592], [-1.467555, -0.128582, -2.731157], [-1.964514, -0.857884, -3.580076], [-0.843851, -0.523665, -1.671415], [0.279728, 4.468105, -1.087232], [-1.324133, 5.164834, -1.238999], [-0.172314, 5.331154, -2.570015], [-1.788077, 4.152839, -4.209443], [-2.583731, -0.000708, -4.878215], [-1.564949, 0.083400, 0.903166], [-0.879052, -0.917499, 1.267193], [0.314838, -1.019102, 0.799213], [-1.400624, -1.934367, 2.185011], [-2.673242, -1.790794, 2.714910], [-3.201965, -2.755233, 3.579587], [-2.396948, -3.830051, 3.860124], [-2.689184, -4.891132, 4.657302], [-1.529020, -5.744134, 4.634381], [-0.561976, -5.130923, 3.773971], [-1.129440, -3.968136, 3.330516], [-0.589653, -3.042883, 2.488244], [-3.253229, -0.919087, 2.444458], [-4.192598, -2.666037, 4.003236], [-1.810508, -6.713004, 4.230814], [-1.122847, -5.818033, 5.639737], [0.399511, -3.142925, 2.063901]], "forces_ev_per_a": [[-0.6, 1.3, -0.2], [-0.1, 0.1, -0.2], [-0.1, 0.2, 0.3], [0.4, -0.3, 0.0], [0.0, -0.1, -0.6], [0.2, 0.0, 0.6], [0.4, -0.2, -0.4], [0.1, 0.0, 0.7], [0.1, 0.0, 0.0], [-0.1, 0.0, 0.0], [0.1, 0.0, 0.0], [0.1, -0.1, -0.2], [-0.6, 0.5, 0.0], [0.8, -0.5, -0.1], [0.0, 0.0, 0.0], [0.0, 0.0, 0.0], [0.1, 0.0, 0.0], [0.0, 0.0, 0.0], [0.0, 0.0, 0.0], [0.0, 0.0, 0.0], [0.0, 0.0, 0.0], [0.0, -0.1, 0.0], [0.0, -0.1, 0.0], [-0.3, -0.1, -0.4], [0.3, -0.1, 0.3], [-0.1, 0.4, -0.2], [0.0, 0.3, -0.1], [-0.1, 0.1, -0.1], [0.1, 0.1, 0.1], [0.0, -0.1, 0.0], [0.3, -0.5, 0.5], [-0.1, 0.0, -0.2], [-0.3, 0.2, -0.5], [0.0, 0.0, 0.0], [0.0, 0.0, 0.0], [0.0, 0.0, 0.0], [0.0, 0.0, 0.0], [0.0, -0.2, 0.1], [-0.5, -0.3, 0.5], [0.3, -0.2, -0.1], [-0.3, -0.2, 0.2], [0.1, -0.1, 0.0], [-0.1, -0.1, 0.1], [0.0, 0.2, -0.1], [-0.3, 0.0, 0.1], [0.2, -0.2, 0.1], [-0.1, 0.4, -0.2], [-0.1, -0.2, 0.2], [0.3, -0.1, -0.1], [0.0, 0.1, -0.1], [0.0, 0.0, 0.0], [0.0, 0.0, 0.0], [0.0, -0.1, 0.0], [0.0, 0.0, 0.1], [0.0, 0.0, 0.0]], "e_homo_ev": -8.38, "orbital_gap_ev": 8.26, "lumo_energy_ev": -0.11}

=====

{"formula": "C2H3Cl3S", "method": "ωB97M-V with the def2-TZVPD basis set", "elements": ["S", "C", "C", "Cl", "Cl", "Cl", "H", "H", "H"], "positions_angstrom": [[-2.029033, 0.090849, 0.023182], [-0.356164, -0.010636, 0.657567], [0.797439, 0.124061, -0.297733], [2.336714, 0.271600, 0.626649], [0.563073, 1.686395, -1.295207], [0.970672, -1.250351, -1.359433], [-1.847152, -0.792151, -0.875549], [-0.223150, 0.806828, 1.336859], [-0.212398, -0.926595, 1.183663]], "forces_ev_per_a": [[-0.3, 1.4, 1.2], [0.1, 0.3, -0.1], [0.5, 1.4, -0.8], [-0.5, 0.1, -0.1], [0.4, -1.2, 0.7], [-0.2, -0.2, -0.4], [0.1, -1.5, -1.5], [-0.2, 0.4, 0.6], [0.1, -0.7, 0.5]], "e_homo_ev": -9.68, "orbital_gap_ev": 10.16, "lumo_energy_ev": 0.47, "smiles": "SCC(Cl)(Cl)Cl"}

=====

{"formula": "C13H16O5", "method": "ωB97M-V with the def2-TZVPD basis set", "elements": ["O", "C", "C", "C", "C", "O", "C", "C", "H", "H", "H", "H", "H", "H", "O", "C", "C", "C", "C", "O", "C", "C", "H", "H", "H", "H", "H", "H", "C", "O", "H", "H", "H", "H"], "positions_angstrom": [[0.586176, 3.140000, 1.039265], [1.052176, 3.520000, 2.341265], [1.472176, 4.823000, 2.567265], [1.900176, 5.126000, 3.906265], [1.880176, 4.205000, 4.864265], [2.273176, 4.516000, 6.213265], [1.421176, 2.975000, 4.720265], [1.023176, 2.584000, 3.425265], [0.371176, 2.220000, 0.835265], [1.696176, 5.589000, 1.824265], [2.078176, 6.266000, 4.135265], [2.322176, 5.381000, 6.329265], [1.358176, 2.238000, 5.511265], [0.823176, 1.451000, 3.297265], [-2.101824, -5.662000, -5.904735], [-1.939824, -4.757000, -4.967735], [-3.008824, -4.520000, -3.998735], [-2.769824, -3.696000, -2.881735], [-1.563824, -2.891000, -2.868735], [-1.497824, -2.090000, -1.846735], [-0.509824, -3.086000, -3.700735], [-0.759824, -4.092000, -4.817735], [-1.431824, -5.462000, -6.527735], [-3.794824, -5.270000, -4.016735], [-3.386824, -3.755000, -2.087735], [-2.481824, -2.049000, -1.502735], [0.590176, -2.746000, -3.438735], [-0.079824, -4.191000, -5.698735], [1.141176, 0.087000, 0.469265], [-0.235824, 0.318000, 0.751265], [1.561176, 0.795000, -0.050735], [1.256176, -0.859000, 0.373265], [1.422176, 0.353000, 1.518265], [-0.665824, -0.461000, 0.188265]], "forces_ev_per_a": [[1.0, 1.7, 1.1], [-1.1, -2.2, -1.1], [1.1, -0.1, 1.6], [-0.5, 3.9, -3.0], [1.2, 2.1, 5.0], [-0.7, -6.3, -2.1], [-1.3, -3.6, -2.6], [0.3, -1.0, -0.1], [-0.1, 0.0, 1.1], [-0.7, -0.5, -0.1], [0.1, -2.5, -0.4], [0.4, 6.1, 0.6], [0.2, 0.3, 0.1], [-0.1, 2.3, -0.2], [-1.5, -1.3, -0.8], [-1.1, 2.4, 3.6], [2.0, -0.7, 0.8], [2.8, -0.9, -6.0], [-1.4, -2.8, -0.9], [-2.5, 2.7, 3.8], [1.5, -2.3, -2.3], [1.2, 2.5, 0.9], [1.0, -0.3, -1.4], [-0.3, 0.4, 0.0], [-2.1, 0.3, 2.6], [3.1, 0.3, -0.6], [-2.7, -0.3, -0.9], [0.1, 0.1, 1.2], [-2.7, 3.2, 7.4], [-2.9, -2.9, -3.3], [2.2, 3.2, -3.9], [1.6, -6.0, -1.5], [1.5, -0.6, -0.7], [0.5, 2.9, 1.8]], "e_homo_ev": -8.28, "orbital_gap_ev": 8.65, "lumo_energy_ev": 0.37, "smiles": "Oc1ccc(O)cc1.Oc1ccc(O)cc1.CO"}

=====

{"formula": "C3H10O3", "method": "ωB97M-V with the def2-TZVPD basis set", "elements": ["C", "C", "C", "O", "H", "H", "H", "H", "H", "H", "H", "H", "O", "H", "H", "O"], "positions_angstrom": [[0.446970, -2.274593, 0.047765], [0.737422, -0.830402, -0.167763], [-0.033740, 0.142793, 0.453906], [0.554196, 1.193955, 0.978227], [0.610740, -2.992066, -0.753297], [-0.609407, -2.321756, 0.332392], [1.039308, -2.615982, 0.910349], [1.526180, -0.327057, -0.720679], [-1.068070, -0.106106, 0.750760], [-0.074066, 1.527653, 1.656279], [0.101927, 1.039696, -5.431417], [1.074349, 0.402651, -4.383858], [0.225200, 0.837274, -4.500907], [-1.149692, 2.522675, 4.159624], [-2.152938, 1.770085, 3.334026], [-1.228378, 2.031178, 3.334593]], "forces_ev_per_a": [[-0.7, 0.6, 0.0], [0.4, 0.3, -0.8], [-0.3, -0.2, 2.0], [-1.2, -1.1, -0.8], [0.3, 0.4, -0.3], [0.1, -0.3, 0.1], [0.0, 0.1, -0.1], [0.7, -0.9, -0.1], [0.4, 0.4, -0.1], [0.1, 0.9, 0.3], [0.3, -0.1, -0.1], [0.0, 0.1, -0.5], [-0.2, 0.0, 0.6], [0.3, 0.1, 0.0], [-0.2, -0.1, -0.1], [0.0, -0.2, -0.3]], "e_homo_ev": [-14.12, -14.12], "orbital_gap_ev": [9.49, 6.75], "lumo_energy_ev": [-4.62, -7.37], "charge": 1, "multiplicity": 2, "s_squared": 0.75}

=====

Calculated relative energy (zero: lowest compared OMol25 entry of this formula, charge and spin) (kcal/mol), listed in the same order as above: 56.35, 0.00, 5.81, 118.55, 5.49